[1]
{
  "formula": "C4H13N4O",
  "method": "ωB97M-V/def2-TZVPD",
  "fmax_ev_per_a": 3.48,
  "spin_multiplicity": 1,
  "homo_ev": -13.3,
  "e_lumo_ha": -0.0997,
  "e_tot_ha": -454.26748,
  "orbital_gap_ha": 0.390,
  "charge": 1,
  "species": ["C", "C", "O", "N", "H", "H", "H", "H", "H", "C", "C", "N", "N", "N", "H", "H", "H", "H", "H", "H", "H", "H"],
  "positions_angstrom": [[2.00, -2.02, -1.83], [1.01, -1.99, -0.68], [0.55, -0.92, -0.30], [0.80, -3.13, -0.02], [0.24, -3.03, 0.82], [1.10, -4.05, -0.28], [1.56, -2.74, -2.53], [3.05, -2.21, -1.65], [2.09, -1.05, -2.31], [-0.20, 2.90, -0.59], [-1.17, 1.21, 1.10], [-2.48, 1.44, 0.83], [-0.23, 1.76, 0.43], [-0.87, 0.40, 2.16], [-2.84, 1.06, -0.04], [-3.17, 1.16, 1.52], [0.71, 1.39, 0.38], [0.04, -0.04, 2.13], [-1.44, 0.33, 2.99], [-0.79, 2.75, -1.48], [0.84, 3.16, -0.64], [-0.77, 3.61, -0.01]]
}

[2]
{
  "formula": "C4H13N4O",
  "method": "ωB97M-V/def2-TZVPD",
  "fmax_ev_per_a": 3.33,
  "spin_multiplicity": 1,
  "homo_ev": -13.8,
  "e_lumo_ha": -0.0950,
  "e_tot_ha": -454.28376,
  "orbital_gap_ha": 0.413,
  "charge": 1,
  "species": ["C", "C", "O", "N", "H", "H", "H", "H", "H", "C", "C", "N", "N", "N", "H", "H", "H", "H", "H", "H", "H", "H"],
  "positions_angstrom": [[2.66, 2.31, -0.14], [1.20, 2.09, 0.09], [0.85, 0.95, 0.43], [0.28, 2.99, -0.26], [3.05, 1.34, -0.40], [3.11, 2.50, 0.85], [-0.66, 2.73, -0.50], [0.54, 3.86, -0.71], [3.00, 3.22, -0.62], [-2.13, -0.38, 0.73], [-0.60, -2.17, -0.10], [0.42, -2.35, -0.92], [-0.78, -1.05, 0.57], [-1.48, -3.19, 0.09], [1.18, -1.68, -0.96], [0.51, -3.23, -1.41], [0.00, -0.34, 0.46], [-2.06, -3.13, 0.90], [-1.96, -3.64, -0.68], [-2.42, -0.70, 1.73], [-2.84, -0.81, 0.03], [-1.85, 0.67, 0.80]]
}

[3]
{
  "formula": "C4H13N5O3",
  "method": "ωB97M-V/def2-TZVPD",
  "fmax_ev_per_a": 7.08,
  "s2": 2.010,
  "spin_multiplicity": 3,
  "homo_ev": [-4.7, -8.8],
  "e_lumo_ha": [0.0322, -0.0225],
  "e_tot_ha": -659.34355,
  "orbital_gap_ha": [0.206, 0.303],
  "species": ["C", "C", "C", "C", "N", "N", "N", "N", "N", "O", "O", "O", "H", "H", "H", "H", "H", "H", "H", "H", "H", "H", "H", "H", "H"],
  "positions_angstrom": [[-0.74, -3.54, 0.39], [2.64, 1.15, -0.69], [-0.58, -0.23, -0.22], [0.79, 1.60, 0.79], [-1.31, 1.61, -1.51], [-0.04, -2.41, 0.91], [0.22, -1.28, 0.11], [-0.26, 2.31, 1.06], [-0.54, 0.43, -1.38], [-1.03, 1.66, 2.04], [0.23, 0.09, -2.29], [1.53, 2.03, -0.22], [-1.23, -4.06, 1.23], [-1.68, -3.37, -0.22], [-0.10, -4.21, -0.09], [2.09, 0.56, -1.53], [3.03, 0.48, 0.05], [3.35, 1.74, -1.23], [-1.29, 0.08, 0.55], [1.16, 0.81, 1.53], [-1.05, 2.34, 2.71], [-0.85, 2.38, -1.99], [-0.37, -2.11, 1.82], [0.85, -1.54, -0.69], [-1.67, 1.96, -0.67]]
}